(1)
DFT (ωB97M-V with the def2-TZVPD basis set) results for a 6-piece molecular cluster, C30H70N2O6 overall.

Computed properties:
- structure (SMILES) = CC1(C)CCCC(C)(C)N1O.CC1(C)CCCC(C)(C)N1O.CC(C)O.CC(C)O.CC(C)O.CC(C)O
- lowest unoccupied orbital energy (eV) = 0.3
- orbital gap (eV) = 8.3
- maximum force (eV Å⁻¹) = 3.4
- energy above the lowest of the compared OMol25 structures with the same formula, charge and spin (eV) = 4.1747

```
! wB97M-V def2-TZVPD RIJCOSX def2/J DEFGRID3
* xyz 0 1
C 24.1509 -39.2390 13.0621
C 25.3462 -38.9020 12.1071
C 25.3892 -37.3829 11.7537
C 26.5866 -39.1444 12.9693
C 26.8501 -40.6246 13.1140
C 26.8224 -41.3417 11.7843
C 25.6585 -40.9988 10.7564
C 26.3081 -41.4204 9.3954
C 24.4438 -41.9663 11.0230
N 25.3045 -39.6047 10.7639
O 24.2649 -39.1600 9.9348
H 24.1640 -38.5685 13.9214
H 23.1472 -38.9828 12.7229
H 24.0521 -40.2747 13.3870
H 25.5236 -36.8158 12.6747
H 26.2879 -37.2165 11.1597
H 24.5452 -37.0710 11.1385
H 27.4086 -38.7297 12.3858
H 26.6427 -38.5693 13.8935
H 27.7611 -40.8688 13.6605
H 26.1101 -41.1011 13.7570
H 26.7997 -42.4159 11.9675
H 27.8169 -41.1107 11.4026
H 26.7901 -40.5847 8.8881
H 25.7330 -41.8345 8.5671
H 27.1138 -42.1535 9.4333
H 23.5560 -41.6925 10.4530
H 24.1555 -42.0495 12.0709
H 24.6517 -42.9934 10.7231
H 23.4688 -39.5695 10.2813
C 15.4709 -40.1330 6.5122
C 16.6289 -39.1010 6.7345
C 16.7359 -38.9406 8.2982
C 17.9272 -39.6716 6.0979
C 19.0473 -38.7102 5.9092
C 18.7375 -37.3732 5.1670
C 17.4045 -36.7227 5.6755
C 17.8279 -35.8056 6.8411
C 16.8569 -35.7972 4.5034
N 16.3366 -37.7872 5.9993
O 15.1852 -37.1309 6.5110
H 15.2125 -40.4136 5.4912
H 15.6756 -41.1152 6.9381
H 14.5293 -39.7641 6.9187
H 16.6479 -39.8910 8.8246
H 17.5037 -38.3188 8.7585
H 15.9022 -38.3317 8.6480
H 18.3406 -40.4444 6.7460
H 17.7044 -40.2078 5.1754
H 19.4579 -38.6705 6.9182
H 19.7280 -39.2598 5.2590
H 18.6638 -37.6307 4.1104
H 19.6257 -36.7925 5.4160
H 16.9654 -35.2832 7.2552
H 18.7308 -35.1999 6.7635
H 18.2321 -36.4218 7.6442
H 15.8390 -35.4742 4.7215
H 16.7775 -36.3853 3.5891
H 17.4642 -34.9093 4.3279
H 15.4823 -36.6471 7.2851
C 14.8872 -42.7369 11.5400
C 15.3744 -42.9616 10.1059
C 16.9129 -42.9391 10.0355
O 14.8136 -44.1041 9.5468
H 14.9165 -41.6983 11.8693
H 15.3650 -43.3451 12.3081
H 13.8084 -42.8604 11.6349
H 15.0011 -42.1522 9.4786
H 17.2304 -41.8996 9.9545
H 17.3748 -43.4930 9.2183
H 17.2437 -43.3726 10.9794
H 15.4829 -44.5633 9.0344
C 21.7275 -42.4850 13.7604
C 21.7743 -43.5840 12.6900
C 21.0859 -44.9337 13.0042
O 21.2092 -42.9951 11.5764
H 20.7529 -42.0266 13.5928
H 22.5796 -41.8329 13.5688
H 21.7914 -42.7225 14.8223
H 22.7971 -43.7949 12.3777
H 20.3864 -44.9417 13.8401
H 21.7911 -45.7176 13.2804
H 20.6170 -45.2847 12.0850
H 21.1619 -43.6621 10.8876
C 22.6984 -35.1217 8.9477
C 22.3471 -33.9128 9.7998
C 20.8846 -33.5974 10.0999
O 22.8460 -33.9246 11.1093
H 21.9505 -35.3430 8.1862
H 22.6552 -35.9918 9.6028
H 23.6524 -35.0759 8.4225
H 22.8076 -33.0693 9.2854
H 20.4204 -34.4477 10.5995
H 20.5248 -33.4886 9.0768
H 20.7733 -32.7019 10.7112
H 23.0046 -33.0093 11.3516
C 19.4408 -39.7117 11.6941
C 20.4885 -39.4520 10.6039
C 21.1246 -38.0182 10.6974
O 21.5218 -40.3369 11.0505
H 19.7105 -39.4088 12.7059
H 19.2190 -40.7634 11.8753
H 18.5826 -39.1240 11.3684
H 20.1850 -39.5738 9.5642
H 22.1568 -37.9965 10.3478
H 21.3441 -37.6749 11.7083
H 20.6961 -37.3030 9.9952
H 21.1468 -41.2189 10.9950
*
```

(2)
DFT (ωB97M-V with the def2-TZVPD basis set) results for a 2-piece molecular cluster, C20H27Cl3NO5P overall.

Computed properties:
- structure (SMILES) = CCNC1=CC(=O)c2c(c(COCCOCC)cc(C)c2P(O)Cl)C1=O.ClCCCl
- lowest unoccupied orbital energy (eV) = -0.7
- orbital gap (eV) = 8.1
- maximum force (eV Å⁻¹) = 0.8

```
! wB97M-V def2-TZVPD RIJCOSX def2/J DEFGRID3
* xyz 0 1
C -4.0271 1.0174 3.4432
C -3.5946 1.9961 2.3442
N -2.1589 1.9587 2.1014
C -1.6700 0.8932 1.3793
C -2.3313 -0.2271 1.0387
C -1.6462 -1.3242 0.3530
O -2.0551 -2.4703 0.4063
C -0.4374 -0.9967 -0.4592
C 0.2920 0.1371 -0.0907
C 1.4659 0.4515 -0.7738
C 2.3549 1.6419 -0.4981
O 3.4663 1.2239 0.2725
C 4.7213 1.3969 -0.3376
C 5.7489 0.5319 0.3707
O 5.2121 -0.7441 0.6174
C 6.1945 -1.6688 1.0336
C 5.5382 -3.0057 1.2969
C 1.8663 -0.4103 -1.7782
C 1.1640 -1.5486 -2.1561
C 1.8133 -2.3972 -3.2260
C -0.0528 -1.8401 -1.5035
P -1.1266 -3.3285 -1.8475
O -0.7231 -3.6664 -3.3972
Cl -2.8493 -2.2606 -2.3517
C -0.2012 0.9768 1.0446
O 0.5210 1.7056 1.6844
H -3.3993 0.1291 3.4630
H -5.0531 0.6907 3.2677
H -3.9860 1.4832 4.4259
H -3.8513 3.0004 2.6792
H -4.1786 1.8092 1.4368
H -1.7941 2.8227 1.7228
H -3.3675 -0.4046 1.2894
H 2.6882 2.0427 -1.4622
H 1.8302 2.4369 0.0236
H 5.0396 2.4445 -0.2409
H 4.6978 1.1519 -1.4052
H 6.0722 1.0024 1.3089
H 6.6389 0.4438 -0.2674
H 6.6905 -1.3092 1.9446
H 6.9576 -1.7759 0.2508
H 5.2423 -3.5007 0.3728
H 4.6593 -2.8928 1.9298
H 6.2462 -3.6580 1.8124
H 2.7872 -0.1894 -2.3043
H 1.9108 -3.4307 -2.8979
H 1.2703 -2.3876 -4.1644
H 2.8192 -2.0212 -3.4136
H -0.9613 -2.9547 -4.0036
Cl -6.8012 3.2372 1.1717
C -6.8807 2.8721 -0.5717
C -7.3546 1.4650 -0.8281
Cl -6.1590 0.2545 -0.2924
H -5.8892 3.0307 -0.9882
H -7.5708 3.5857 -1.0178
H -7.4997 1.3185 -1.8969
H -8.2886 1.2611 -0.3114
*
```

(3)
DFT (ωB97M-V with the def2-TZVPD basis set) results for a 7-piece molecular cluster, C17H48N4O7 overall.

Computed properties:
- structure (SMILES) = NC(N)=O.NC(N)=O.CC(C)O.CC(C)O.CC(C)O.CC(C)O.CC(C)O
- lowest unoccupied orbital energy (eV) = 0.4
- orbital gap (eV) = 9.5
- maximum force (eV Å⁻¹) = 11.7
- energy above the lowest of the compared OMol25 structures with the same formula, charge and spin (eV) = 7.6045

```
! wB97M-V def2-TZVPD RIJCOSX def2/J DEFGRID3
* xyz 0 1
N 24.9236 -9.2768 5.8592
C 25.0724 -8.7082 7.0064
N 23.8976 -8.7491 7.6197
O 26.3030 -8.3105 7.5451
H 25.5356 -8.9282 5.1392
H 24.0882 -9.7180 5.5182
H 23.8704 -8.3124 8.5593
H 23.0072 -8.9256 7.1101
N 23.5718 -11.1437 8.8826
C 24.4981 -11.6909 9.6150
N 25.7381 -11.2184 9.3769
O 24.3479 -12.6185 10.6531
H 22.6740 -11.3249 9.3332
H 23.6944 -10.2490 8.4176
H 26.5157 -11.6366 9.8657
H 26.0949 -10.5073 8.6924
C 22.2815 -15.2397 10.2395
C 20.8095 -15.5396 10.4747
C 20.4712 -16.0675 11.8275
O 19.9199 -14.6764 10.2627
H 22.3674 -14.8967 9.2166
H 22.8464 -16.1414 10.3879
H 22.6191 -14.4641 10.8767
H 20.7681 -16.4121 9.7602
H 20.9197 -15.4284 12.6553
H 20.8908 -17.0873 11.7617
H 19.3703 -16.1950 12.0081
H 19.4377 -15.0824 9.4703
C 21.4975 -10.3084 14.0616
C 22.3402 -11.3640 13.2524
C 21.8125 -12.7172 13.2322
O 22.7383 -11.0183 12.0947
H 21.3087 -10.5638 15.0503
H 20.5224 -9.9963 13.6294
H 22.1645 -9.4158 13.9861
H 23.2829 -11.4523 13.7864
H 22.4402 -13.4767 12.7081
H 20.8324 -12.9149 12.7451
H 21.5168 -13.1553 14.1943
H 23.3660 -11.6388 11.7793
C 24.2721 -14.0992 6.4450
C 24.3140 -12.6330 6.0452
C 24.6469 -12.5094 4.6074
O 23.2647 -11.9722 6.2327
H 23.9482 -14.2246 7.4528
H 25.2309 -14.5767 6.5935
H 23.5841 -14.5586 5.7553
H 25.1018 -12.1584 6.5429
H 25.4922 -13.1239 4.3207
H 24.8085 -11.3859 4.3868
H 23.9073 -12.8991 3.9487
H 23.4378 -11.5449 7.0846
C 19.6493 -10.6665 10.7957
C 20.2889 -11.4314 9.6252
C 20.6832 -10.4891 8.4649
O 21.2149 -12.2273 9.9576
H 19.6456 -11.2594 11.7488
H 18.6623 -10.3897 10.5647
H 20.3577 -9.8809 10.9752
H 19.4498 -12.0520 9.2678
H 19.8643 -10.0849 7.8892
H 21.2209 -11.0117 7.6971
H 21.2964 -9.6407 8.7976
H 20.9466 -12.9214 10.5165
C 24.9156 -8.5137 10.9903
C 23.5191 -8.0512 11.1967
C 23.4634 -6.5473 11.3615
O 22.7769 -8.1855 10.2212
H 24.6765 -9.6079 11.0182
H 25.4609 -8.3277 11.8620
H 25.4193 -8.1634 10.1191
H 23.1976 -8.5369 12.1663
H 23.9617 -6.1490 12.2149
H 22.4306 -6.2946 11.3714
H 23.8080 -5.9024 10.5633
H 22.3587 -9.0691 10.1740
*
```